[1]
Computed, not measured: a molecular structure, C26H29N4PdSi, with ωB97M-V with the def2-TZVPD basis set.

Geometry (Å):
Pd1 -0.025 -0.330 -0.234
C1 -1.149 0.501 2.583
N1 -0.717 -0.836 2.218
C2 0.387 -1.324 3.028
C3 1.772 -1.452 2.402
C4 2.864 -1.546 3.266
C5 4.132 -1.667 2.729
C6 4.277 -1.692 1.351
C7 3.132 -1.595 0.574
N2 1.910 -1.482 1.087
C8 -1.833 -1.754 2.121
C9 -1.661 -2.926 1.181
C10 -2.514 -4.026 1.294
C11 -2.441 -5.020 0.339
C12 -1.507 -4.903 -0.682
C13 -0.691 -3.785 -0.697
N3 -0.771 -2.813 0.210
C14 -0.171 1.596 2.235
C15 -0.407 2.898 2.680
C16 0.431 3.909 2.260
C17 1.505 3.585 1.435
C18 1.666 2.268 1.054
N4 0.831 1.287 1.420
H1 -1.391 0.570 3.659
H2 -2.064 0.706 2.024
H3 0.123 -2.305 3.440
H4 0.507 -0.662 3.897
H5 2.713 -1.502 4.339
H6 4.997 -1.729 3.377
H7 5.250 -1.772 0.883
H8 3.181 -1.588 -0.510
H9 -2.680 -1.183 1.735
H10 -2.129 -2.140 3.112
H11 -3.224 -4.081 2.113
H12 -3.105 -5.875 0.386
H13 -1.413 -5.656 -1.454
H14 0.050 -3.631 -1.475
H15 -1.251 3.100 3.330
H16 0.254 4.934 2.564
H17 2.196 4.338 1.079
H18 2.470 1.968 0.391
C19 -0.701 -0.792 -3.824
Si1 -0.062 0.339 -2.414
C20 1.692 0.732 -3.121
C21 -0.930 1.993 -2.888
C22 -1.962 2.126 -3.826
C23 -2.571 3.351 -4.096
C24 -2.155 4.502 -3.442
C25 -1.125 4.407 -2.508
C26 -0.542 3.178 -2.237
H19 -0.604 -0.338 -4.822
H20 -1.747 -1.084 -3.676
H21 -0.107 -1.715 -3.819
H22 1.657 1.266 -4.082
H23 2.234 -0.210 -3.278
H24 2.286 1.330 -2.421
H25 -2.308 1.247 -4.361
H26 -3.375 3.406 -4.825
H27 -2.625 5.458 -3.650
H28 -0.788 5.296 -1.981
H29 0.229 3.121 -1.471

Maximum force   0.8 eV/A
Relative energy (zero: lowest compared OMol25 entry of this formula, charge and spin)   9.9 kcal/mol
DFT total energy   -44750.525 eV
Gap between HOMO and LUMO   0.154 Eh
LUMO level   0.1005 Eh
HOMO level   -1.4 eV
Total charge   -1
Molar mass   532.1 g/mol



[2]
Computed, not measured: a single C26H29N5O2 molecule, with ωB97M-V with the def2-TZVPD basis set.

Geometry (Å):
C1 -4.482 -0.481 2.142
C2 -4.258 -1.875 1.563
C3 -4.645 -2.961 2.562
C4 -2.792 -2.046 1.155
O1 -2.426 -1.060 0.189
C5 -2.662 -1.328 -1.082
O2 -3.004 -2.388 -1.532
C6 -2.450 -0.072 -1.948
C7 -3.768 0.514 -2.076
N1 -4.811 0.968 -2.176
C8 -1.518 0.929 -1.303
N2 -2.066 1.738 -0.445
C9 -1.329 2.740 0.080
C10 -1.883 3.607 1.037
C11 -1.144 4.664 1.495
C12 0.156 4.892 1.015
C13 0.720 4.062 0.084
C14 -0.008 2.957 -0.392
N3 0.555 2.097 -1.263
C15 -0.137 1.056 -1.679
N4 0.461 0.203 -2.578
C16 0.474 -1.227 -2.334
C17 1.622 -1.597 -1.387
N5 2.881 -1.193 -1.977
C18 4.052 -1.699 -1.272
C19 4.193 -1.188 0.141
C20 4.860 0.004 0.400
C21 4.926 0.513 1.685
C22 4.325 -0.165 2.732
C23 3.667 -1.359 2.488
C24 3.602 -1.865 1.202
C25 2.897 0.244 -2.186
C26 1.744 0.622 -3.115
H1 -3.915 -0.359 3.063
H2 -5.536 -0.329 2.361
H3 -4.163 0.281 1.435
H4 -4.869 -1.986 0.660
H5 -5.689 -2.854 2.842
H6 -4.504 -3.950 2.132
H7 -4.037 -2.885 3.461
H8 -2.128 -1.877 2.006
H9 -2.621 -3.043 0.736
H10 -2.103 -0.368 -2.943
H11 -2.886 3.414 1.384
H12 -1.559 5.337 2.230
H13 0.714 5.737 1.391
H14 1.721 4.218 -0.287
H15 0.623 -1.729 -3.294
H16 -0.462 -1.567 -1.897
H17 1.443 -1.112 -0.409
H18 1.632 -2.680 -1.242
H19 4.927 -1.413 -1.862
H20 3.979 -2.790 -1.270
H21 5.338 0.534 -0.411
H22 5.447 1.440 1.870
H23 4.375 0.231 3.735
H24 3.204 -1.898 3.302
H25 3.093 -2.801 1.019
H26 2.789 0.806 -1.244
H27 3.844 0.517 -2.655
H28 1.869 0.116 -4.076
H29 1.722 1.701 -3.262

Maximum force   0.9 eV/A
Relative energy (zero: lowest compared OMol25 entry of this formula, charge and spin)   22.0 kcal/mol
DFT total energy   -38978.512 eV
Gap between HOMO and LUMO   0.298 Eh
LUMO level   -0.0052 Eh
HOMO level   -8.2 eV
SMILES   CC(C)COC(=O)[C@@H](C#N)c1nc2ccccc2nc1N1CCN(Cc2ccccc2)CC1
Total charge   0
Molar mass   443.6 g/mol



[3]
Computed, not measured: a molecular structure, C26H29N5O2, with ωB97M-V with the def2-TZVPD basis set.

Geometry (Å):
O1 2.263 2.566 -4.307
C1 1.736 1.781 -3.430
N1 2.120 1.901 -2.090
H1 1.653 1.483 -1.458
C2 2.959 3.008 -1.970
H2 3.974 2.712 -1.534
C3 2.438 4.089 -0.591
C4 2.502 2.959 0.600
N2 1.486 1.982 0.519
C5 1.497 0.948 1.575
H3 2.503 0.254 1.383
C6 0.331 0.315 1.597
H4 -0.100 -0.332 0.608
H5 0.060 -0.270 2.637
C7 -0.710 1.493 1.485
H6 -1.740 1.479 1.220
H7 -1.025 2.048 2.539
C8 0.002 2.638 0.700
H8 -0.355 2.453 -0.246
H9 0.056 3.640 1.214
H10 1.881 1.346 2.493
H11 2.373 3.854 1.661
H12 3.470 2.533 0.933
H13 1.571 4.423 -0.720
H14 3.394 4.507 -0.471
H15 3.206 3.656 -2.593
C9 0.723 0.785 -3.918
N3 -0.010 0.337 -2.713
N4 -1.076 1.495 -2.631
C10 -2.136 1.175 -1.823
C11 -2.105 -0.152 -1.125
C12 -1.154 -1.095 -1.429
N5 -1.491 -2.177 -0.547
C13 -2.773 -1.908 -0.065
C14 -3.475 -2.745 0.798
C15 -4.522 -2.378 1.508
C16 -5.066 -1.170 0.944
C17 -4.438 -0.017 0.420
C18 -3.131 -0.637 -0.259
H16 -4.603 0.901 0.072
H17 -6.193 -0.627 1.557
H18 -5.165 -2.719 2.124
H19 -3.095 -3.691 1.032
C19 -0.730 -3.227 -0.537
C20 0.457 -3.137 0.634
C21 -0.210 -3.430 2.029
C22 0.679 -3.141 3.047
C23 1.926 -2.785 2.778
C24 2.612 -2.683 1.467
C25 1.750 -2.649 0.448
H20 1.980 -2.653 -0.582
H21 3.580 -2.339 1.259
H22 2.786 -2.833 3.642
H23 0.371 -3.256 4.113
H24 -1.239 -3.614 2.317
H25 -0.101 -3.359 -1.165
H26 -1.295 -4.206 -0.377
C26 -0.027 -0.725 -2.183
O2 0.901 -1.626 -2.339
H27 -2.972 2.033 -1.538
H28 0.294 0.924 -4.818
H29 1.402 -0.135 -3.891

Maximum force   16.1 eV/A
Relative energy (zero: lowest compared OMol25 entry of this formula, charge and spin)   455.6 kcal/mol
DFT total energy   -38959.710 eV
Gap between HOMO and LUMO   0.287 Eh
LUMO level   -0.0181 Eh
HOMO level   -8.3 eV
Total charge   0
Molar mass   443.6 g/mol



[4]
Computed, not measured: a molecular structure, C26H29N5O6RuS2Se3Te, with ωB97M-V with the def2-TZVPD basis set.

Geometry (Å):
Ru1 0.295 -0.165 -0.186
Se1 -1.440 -0.920 1.411
Se2 -2.300 -2.825 2.264
Te1 -3.861 0.765 3.877
Se3 -1.516 0.422 3.327
C1 -4.548 2.565 -3.602
C2 -3.109 2.554 -3.173
C3 -2.476 1.370 -2.806
C4 -1.178 1.378 -2.324
C5 -0.503 2.587 -2.222
C6 -1.091 3.767 -2.656
C7 -2.390 3.745 -3.126
S1 1.125 2.751 -1.461
O1 0.538 2.485 1.138
O2 1.844 3.714 -2.273
N1 1.857 1.413 -1.157
C8 2.695 0.864 -2.218
C9 2.012 -0.338 -2.911
O3 2.449 -0.704 -3.997
O4 1.058 -0.865 -2.246
H1 -4.933 1.551 -3.703
H2 -4.664 3.086 -4.553
H3 -5.143 3.097 -2.857
H4 -3.001 0.426 -2.885
H5 -0.700 0.427 -2.096
H6 -0.522 4.684 -2.617
H7 -2.863 4.671 -3.424
H8 3.622 0.498 -1.767
H9 2.938 1.615 -2.970
C10 5.070 -4.650 -0.888
C11 3.700 -4.330 -1.482
C12 3.259 -2.895 -1.199
N2 2.884 -2.720 0.196
C13 1.623 -2.727 0.644
S2 0.310 -3.036 -0.360
N3 1.420 -2.706 2.025
C14 2.176 -2.210 3.081
O5 1.873 -2.466 4.222
C15 3.360 -1.362 2.729
C16 3.199 -0.166 2.040
C17 4.307 0.580 1.676
C18 5.580 0.126 1.990
C19 5.743 -1.048 2.714
C20 4.633 -1.786 3.096
H10 5.365 -5.674 -1.120
H11 5.066 -4.544 0.199
H12 5.829 -3.978 -1.294
H13 2.946 -5.007 -1.076
H14 3.728 -4.471 -2.564
H15 2.403 -2.633 -1.815
H16 4.070 -2.197 -1.424
H17 3.631 -2.658 0.868
H18 0.533 -3.129 2.312
H19 2.205 0.206 1.803
H20 4.169 1.505 1.132
H21 6.449 0.693 1.680
H22 6.735 -1.392 2.978
H23 4.738 -2.699 3.668
N4 -4.419 3.378 0.826
C21 -3.487 4.135 0.177
O6 -3.829 5.050 -0.569
C22 -2.067 3.769 0.394
C23 -1.132 4.844 0.264
C24 0.210 4.767 0.235
C25 0.957 3.496 0.258
N5 -0.642 1.771 0.810
C26 -1.759 2.430 0.562
H24 -5.383 3.648 0.729
H25 -4.182 2.796 1.611
H26 -1.588 5.821 0.153
H27 0.808 5.665 0.161
H28 2.014 3.645 0.490
H29 -2.587 1.728 0.480

Maximum force   1.3 eV/A
Relative energy (zero: lowest compared OMol25 entry of this formula, charge and spin)   153.0 kcal/mol
DFT total energy   -274751.237 eV
Gap between HOMO and LUMO (alpha / beta)   0.241 / 0.187 Eh
LUMO level (alpha / beta)   0.0718 / 0.0161 Eh
HOMO level (alpha / beta)   -4.6 / -4.7 eV
2S+1   6
Total charge   -1
Molar mass   1037.2 g/mol